[1]
Computed, not measured: C4H10O3 in the gas phase in a non-equilibrium geometry, with ωB97M-V/def2-TZVPD.

```
17
Properties=species:S:1:pos:R:3:forces:R:3:lowdin_charge:R:1
O -0.78916 -0.51648 0.69512 0.08 -0.37 -0.08 -0.16
O 1.79535 -1.00504 -0.91673 0.91 -1.14 -0.48 0.05
O 1.99851 0.14048 1.14471 -0.72 -1.23 0.18 -0.02
C -0.47442 1.79266 0.34960 -1.32 1.60 0.80 -0.07
C -1.16612 -1.70187 0.04219 -1.04 -0.22 -0.56 -0.10
C -0.18180 0.41965 -0.14219 3.58 -0.36 -2.90 -0.35
C 1.60917 0.11669 -0.21491 -5.09 2.23 2.33 -0.40
H -0.44878 0.28364 -1.28236 0.10 0.06 2.19 0.16
H -1.21506 2.28428 -0.36662 1.08 -0.33 0.98 0.09
H -2.19462 -1.94216 0.24229 -0.58 -0.16 1.10 0.08
H -0.57708 -2.58470 0.30418 0.27 0.20 -0.25 0.10
H 1.27886 -0.33055 1.66428 1.15 0.78 -0.86 0.12
H 1.26967 -1.65759 -0.45443 -0.01 -0.68 -0.14 0.08
H 1.96950 1.00006 -0.68509 0.83 0.35 -0.56 0.13
H 0.43310 2.47441 0.50575 -1.33 -1.08 -0.18 0.10
H -1.06358 1.64688 1.32535 1.09 0.59 -1.20 0.11
H -1.31383 -1.51918 -1.02121 1.03 -0.23 -0.36 0.09
```
Forces are in eV/Å.

The net charge is 0. As for the LUMO energy: 0.783 eV. The calculation puts the gap between HOMO and LUMO at 9.6 eV. As for the SMILES: CO[C@@H](C)C(O)O.

***

[2]
Computed, not measured: 2 unconnected molecules or ions with the total composition C4H10O3 in a non-equilibrium geometry, with ωB97M-V/def2-TZVPD.

```
17
Properties=species:S:1:pos:R:3:forces:R:3:lowdin_charge:R:1
O -0.31719 -2.45136 -1.54524 -1.71 -1.03 -1.85 -0.08
O 1.71580 2.58387 -0.47769 0.63 -1.41 0.55 0.05
O -0.58385 0.34143 -1.28115 1.18 -1.40 1.87 -0.14
C -0.51968 0.78271 0.19783 2.11 -0.33 -2.91 -0.33
C 1.01848 0.59723 0.67132 -2.38 -0.41 -0.23 -0.11
C -1.55552 0.08281 1.08639 -1.60 0.60 -2.81 -0.06
C 2.01905 1.53619 0.07799 -2.78 2.49 -0.40 -0.25
H -2.19800 -0.55214 0.29641 1.00 1.57 2.13 0.13
H 1.37997 -0.41219 0.39329 -0.40 0.13 0.44 0.12
H -1.07062 -0.58810 1.72976 0.47 -1.03 1.09 0.03
H 0.02747 -3.27187 -1.19465 0.29 -0.24 0.25 0.04
H -0.98048 -2.78868 -2.24443 1.51 1.07 1.61 0.11
H -2.14196 0.85814 1.66799 0.42 -1.17 -0.73 0.09
H 0.95943 0.68679 1.77538 0.66 -0.07 -0.42 0.12
H -0.06825 -0.53389 -1.40596 -1.43 1.94 0.59 0.06
H 3.02018 1.28408 0.25755 2.03 -0.48 0.07 0.09
H -0.70480 1.84497 -0.00479 -0.01 -0.23 0.74 0.13
```
Forces are in eV/Å.

The net charge is 0. As for the LUMO energy: 0.354 eV. The calculation puts the gap between HOMO and LUMO at 10.0 eV. As for the SMILES: C[C@H](O)CC=O.O.

***

[3]
Computed, not measured: 2 unconnected molecules or ions with the total composition C4H10O3S in a non-equilibrium geometry, with ωB97M-V/def2-TZVPD.

```
18
Properties=species:S:1:pos:R:3:forces:R:3:lowdin_charge:R:1
S 1.74083 0.15981 1.42378 0.52 -0.23 0.12 0.80
O -2.09761 1.89380 -0.48147 0.51 -2.13 -1.00 0.09
O -0.94014 -2.94906 -3.76239 0.72 -0.65 -0.60 -0.08
O -2.04850 0.16388 -1.91138 -0.12 -0.96 -1.39 0.11
C -0.42439 0.16382 -0.16237 0.03 -0.01 -0.18 -0.19
C -1.62284 0.82329 -0.85281 0.44 2.03 2.36 -0.53
C 2.09706 1.03805 2.94092 0.55 -0.13 0.72 -0.44
C 0.08725 0.73657 1.18246 -1.20 0.70 -0.63 -0.53
H -1.17578 -3.32027 -4.64269 0.25 0.42 0.95 0.05
H -1.48413 -0.61143 -2.18046 -0.71 1.02 0.62 0.13
H 0.35531 0.28835 -0.93827 0.05 -0.25 0.42 0.12
H 1.31487 0.87105 3.70046 0.30 -0.03 -0.32 0.04
H 0.13745 1.84227 1.16388 -0.35 -0.52 -0.19 0.09
H 2.27249 2.12315 2.84927 -0.14 -0.45 -0.28 0.04
H -0.63620 -0.91868 -0.06878 0.21 0.42 -0.02 0.12
H -0.56195 0.44333 2.02982 0.24 0.07 -0.48 0.09
H -0.04289 -3.30670 -3.57451 -0.96 0.34 -0.25 0.05
H 3.02916 0.55877 3.28455 -0.35 0.38 0.15 0.03
```
Forces are in eV/Å.

The net charge is 0. As for the LUMO energy: 0.243 eV. The calculation puts the gap between HOMO and LUMO at 8.9 eV. As for the SMILES: CSCCC(=O)O.O.

***

[4]
Computed, not measured: 2 unconnected molecules or ions with the total composition C4H10O3S in a non-equilibrium geometry, with ωB97M-V/def2-TZVPD.

```
18
Properties=species:S:1:pos:R:3:forces:R:3:lowdin_charge:R:1
S 2.45609 -1.13101 -1.63217 0.35 1.34 0.45 0.69
O -2.90870 1.43538 0.51929 0.09 -1.40 0.30 0.11
O 0.41659 0.26446 2.49621 -1.05 1.48 0.43 -0.07
O -0.74853 1.80254 0.44464 1.08 -1.41 0.15 0.05
C 1.18326 -0.99387 -0.31038 0.35 -2.29 -0.82 -0.55
C -1.41214 -0.47489 0.10886 1.32 -1.52 -0.23 -0.09
C -1.82010 0.92080 0.43068 -0.61 2.53 -1.17 -0.48
C -0.20296 -0.72745 -0.88427 -0.98 0.71 0.61 -0.25
H 1.46582 -0.59766 0.64845 0.21 1.11 -0.12 0.05
H -1.20127 -1.04580 1.02387 -0.13 0.39 0.02 0.13
H -2.12994 -1.07780 -0.43440 -1.23 0.79 0.56 0.12
H 1.31701 -2.06584 -0.08298 -1.08 0.08 0.35 0.05
H -1.01665 2.70631 0.62409 -0.68 0.13 0.00 0.13
H -0.60173 -1.60485 -1.38896 0.76 -0.25 -0.29 0.10
H -0.00098 0.95380 1.92268 0.86 -0.77 -0.08 0.01
H 3.05427 0.07276 -1.44673 -0.18 -0.32 -0.28 -0.15
H 0.11275 0.64012 3.34421 0.50 -0.71 -0.02 0.06
H -0.23983 0.05358 -1.64530 0.43 0.12 0.12 0.11
```
Forces are in eV/Å.

The net charge is 0. As for the LUMO energy: 0.422 eV. The calculation puts the gap between HOMO and LUMO at 9.5 eV. As for the SMILES: O=C(O)CCCS.O.

***

[5]
Computed, not measured: 2 unconnected molecules or ions with the total composition C4H10O4 in a non-equilibrium geometry, with ωB97M-V/def2-TZVPD.

```
18
Properties=species:S:1:pos:R:3:forces:R:3:lowdin_charge:R:1
O -1.42403 -0.24936 0.32494 0.08 0.50 -1.20 -0.01
O -0.70870 3.31327 -0.35597 0.45 0.50 -0.31 -0.02
O 1.01691 1.62793 1.55020 -0.33 -0.11 0.74 0.12
O 1.36205 1.43818 -0.64050 -0.68 0.12 0.22 0.07
C 0.94515 -0.58074 0.49906 0.05 0.07 1.14 -0.06
C -0.47205 -2.36237 -0.62197 -0.56 -0.39 0.39 -0.03
C 1.11841 0.91777 0.59407 0.60 -0.05 -1.25 -0.53
C -0.31010 -0.87488 -0.30547 -0.04 -0.19 -0.32 -0.43
H -0.24874 -0.37163 -1.27125 0.17 0.14 0.15 0.14
H -1.09068 2.44551 -0.36583 -0.71 -0.85 -0.14 0.03
H 0.81102 -0.95795 1.52042 -0.01 0.01 -0.09 0.14
H 1.83191 -1.07852 0.10943 0.01 0.23 -0.33 0.13
H -1.16904 -2.93534 0.00110 -0.12 0.57 0.31 0.08
H -0.87973 -2.46335 -1.62567 0.34 -0.23 -0.12 0.08
H -0.49404 3.42514 0.56874 0.16 0.25 0.55 0.05
H 0.46058 -2.90153 -0.47166 0.21 0.07 -0.54 0.08
H 0.89632 2.31039 -0.63001 0.59 -0.03 -0.21 0.09
H -1.64522 -0.70252 1.12036 -0.19 -0.60 1.00 0.08
```
Forces are in eV/Å.

The net charge is 0. As for the LUMO energy: 0.695 eV. The calculation puts the gap between HOMO and LUMO at 11.2 eV. As for the SMILES: C[C@@H](O)CC(=O)O.O.

***

[6]
Computed, not measured: 3 unconnected molecules or ions with the total composition C4H10O4 in a non-equilibrium geometry, with ωB97M-V/def2-TZVPD.

```
18
Properties=species:S:1:pos:R:3:forces:R:3:lowdin_charge:R:1
O -3.60742 -1.41905 0.07604 0.26 -1.94 -1.16 -0.11
O -2.11607 0.89366 -0.44439 -1.55 -2.20 2.59 -0.16
O 1.48550 2.28311 1.86196 -1.22 2.36 1.50 0.05
O 0.85487 -2.38124 -1.30052 1.12 0.43 2.01 0.00
C 1.07482 -0.11112 -0.68594 0.51 0.49 0.05 -0.16
C 1.33809 -1.62608 -0.46465 -0.51 -0.01 -1.27 -0.22
C 0.98195 1.84199 0.87510 0.40 -1.50 0.12 -0.28
C 1.85752 0.87038 0.22188 0.17 -4.16 0.90 -0.17
H 2.29455 0.21879 1.14675 -1.09 1.36 -1.98 0.16
H 0.00213 0.14521 -0.70164 -0.11 -0.66 1.26 0.08
H -2.35877 0.14965 0.32617 0.52 2.97 -3.15 0.12
H -0.07198 1.83576 0.48030 0.32 1.02 0.66 0.12
H 2.02423 -1.99358 0.46767 -1.48 0.77 -1.88 0.15
H -4.11973 -2.22663 0.34121 0.68 1.15 -0.22 0.07
H 1.08570 0.15066 -1.74635 1.26 -0.54 -0.36 0.12
H 2.76001 1.32230 -0.10648 0.63 0.43 -1.01 0.10
H -2.98649 1.27958 -0.71439 1.01 -0.69 0.54 0.05
H -3.07899 -1.74461 -0.71624 -0.93 0.70 1.41 0.08
```
Forces are in eV/Å.

The net charge is 0. As for the LUMO energy: 0.309 eV. The calculation puts the gap between HOMO and LUMO at 9.8 eV. As for the SMILES: O=CCCC=O.O.O.

***

[7]
Computed, not measured: 2 unconnected molecules or ions with the total composition C4H10O5 in a non-equilibrium geometry, with ωB97M-V/def2-TZVPD.

```
19
Properties=species:S:1:pos:R:3:forces:R:3:lowdin_charge:R:1
O -1.07044 -1.02510 1.27970 0.40 0.40 -0.03 -0.07
O 2.59432 3.54606 0.34426 -0.51 -0.95 -0.01 -0.03
O 1.42493 2.82127 0.40894 2.62 2.90 -1.08 -0.08
O 0.89453 0.01972 0.51502 -1.40 0.95 -0.19 -0.03
O 0.30765 1.24978 0.62877 0.57 -2.99 -0.01 -0.08
C -1.83349 0.10886 1.73273 -0.10 -0.06 -0.21 -0.25
C -3.21948 -0.08513 1.20559 -0.54 -0.28 -0.02 -0.07
C 0.27702 -0.86332 1.49676 0.69 -0.24 1.13 -0.43
C 1.00509 -2.18557 1.43310 0.24 -0.19 -0.37 0.00
H -3.21833 -0.30068 0.13395 0.18 0.11 0.09 0.08
H 0.49499 -2.95337 2.01829 -0.21 0.22 -0.18 0.09
H -1.80787 0.12342 2.83575 0.03 0.12 -0.27 0.13
H 1.12207 -2.51690 0.39780 -0.19 -0.05 0.11 0.09
H 2.00146 -2.10183 1.85824 0.13 0.22 -0.02 0.08
H 3.08361 3.26389 -0.47648 -0.90 0.04 0.72 0.12
H -1.37721 1.02475 1.33575 -0.48 -0.35 0.39 0.10
H 0.48160 -0.39122 2.47142 -0.28 0.11 -0.14 0.16
H -3.82594 0.80818 1.36165 -0.04 -0.11 0.14 0.08
H -3.67080 -0.94810 1.70192 -0.20 0.16 -0.05 0.08
```
Forces are in eV/Å.

The net charge is 0. As for the LUMO energy (spin up / spin down): -0.737 / -0.779 eV. The calculation puts the gap between HOMO and LUMO (spin up / spin down) at 9.0 / 8.8 eV.

***

DFT total energy for every record listed, in sequence, given in eV: -10450.5574; -10451.0591; -21287.9389; -21287.3369; -12500.4657; -12497.6099; -14538.3219.
Relative energy (zero: lowest compared OMol25 entry of this formula, charge and spin) for every record listed, in sequence, given in kcal/mol: 61.95; 50.38; 10.33; 24.21; 3.23; 69.09; 232.97.